DFT (ωB97M-V with the def2-TZVPD basis set) results for a structure of composition C13H28F3HfO6P2S in a non-equilibrium geometry.

Values from the calculation:
DFT total energy = -65038.5826 eV
Net charge = +3
LUMO energy = -14.4 eV
Orbital gap = 0.0739 Eh

Last column: natural (NBO) charge in e.
Geometry (Å):
C  2.258  -1.649  2.518  -0.22
C  1.148  -0.655  2.226  -0.08
C  1.358  0.654  1.204  -0.70
P  0.023  0.729  -0.217  1.26
C  0.461  -1.021  -0.792  -0.86
S  2.256  -1.468  -0.940  0.53
C  2.221  -3.252  -1.626  -0.53
C  3.730  -3.890  -1.561  -0.64
C  -0.700  2.373  0.400  -0.71
C  0.133  3.684  0.626  0.01
O  1.576  3.746  0.671  -0.70
C  -0.376  4.388  2.063  0.97
F  -1.800  4.800  2.018  -0.32
F  0.521  5.595  2.213  -0.32
F  -0.037  3.509  3.233  -0.37
C  1.193  1.492  -1.501  -1.14
P  0.957  0.918  -3.342  2.09
O  1.116  2.199  -4.323  -0.93
O  2.289  -0.117  -3.905  -0.89
O  -0.614  0.306  -3.738  -0.95
O  -1.197  -0.058  0.815  -0.86
C  -2.433  -0.304  0.064  -0.11
C  -3.423  -1.174  1.096  0.06
C  -5.018  -1.008  0.751  -0.66
O  -3.082  -0.976  2.520  -0.56
H  3.304  -1.342  2.970  0.30
H  1.963  -2.783  2.291  0.24
H  0.172  -0.840  2.860  0.19
H  2.452  0.771  0.820  0.30
H  1.214  1.549  1.984  0.32
H  -1.028  0.730  -1.240  0.08
H  -0.005  -1.810  -0.023  0.25
H  -0.046  -1.337  -1.827  0.30
H  1.747  -3.233  -2.714  0.26
H  1.435  -3.839  -0.951  0.24
H  3.736  -4.722  -0.725  0.25
H  3.937  -4.373  -2.621  0.28
H  4.468  -3.013  -1.309  0.24
H  -1.623  2.652  -0.312  0.28
H  -1.253  2.127  1.435  0.27
H  -0.201  4.495  -0.190  0.26
H  1.973  3.582  1.576  0.49
H  1.096  2.675  -1.649  0.35
H  2.356  1.359  -1.266  0.29
H  1.803  -0.933  -4.238  0.48
H  -0.579  -0.561  -4.245  0.51
H  -2.990  0.676  -0.293  0.24
H  -2.320  -0.984  -0.884  0.22
H  -3.153  -2.313  0.860  0.20
H  -5.304  -1.749  -0.119  0.29
H  -5.367  0.096  0.580  0.28
H  -5.608  -1.404  1.709  0.25
H  -2.531  -1.797  2.779  0.23
Hf  -2.208  -2.502  4.270  1.72

Forces on atoms 1 to 2 (eV/Å):
C -1.952 0.341 -1.635
C 2.799 0.723 -0.756



DFT (ωB97M-V with the def2-TZVPD basis set) results for a structure of composition C13H28F6NNaO17S6 in a non-equilibrium geometry.

Values from the calculation:
DFT total energy = -135959.9859 eV
Net charge = 0
LUMO energy = 0.1 eV
Orbital gap = 0.3556 Eh

Last column: Mulliken charge in e.
Geometry (Å):
Na  -0.689  -0.485  0.426  0.80
C  -4.146  -0.981  -0.785  0.61
F  -5.039  -0.086  -0.289  -0.20
F  -4.541  -1.495  -1.923  -0.21
F  -3.027  -0.380  -1.061  -0.23
S  -3.711  -2.425  0.407  0.86
O  -4.994  -2.688  1.075  -0.64
O  -3.093  -3.620  -0.273  -0.51
N  -2.597  -1.551  1.481  -0.15
S  -2.793  -2.239  2.833  0.75
O  -3.813  -1.603  3.637  -0.65
O  -2.788  -3.704  2.878  -0.67
C  -1.142  -1.806  3.749  0.60
F  -0.886  -2.707  4.678  -0.20
F  -0.062  -1.718  2.891  -0.25
F  -1.322  -0.629  4.330  -0.24
O  1.668  -0.326  0.933  -0.24
S  3.048  -0.202  0.329  1.02
O  3.139  -0.253  -1.157  -0.69
O  3.824  1.170  0.815  -0.23
C  3.506  1.702  2.087  0.07
C  4.771  2.503  2.542  -1.35
C  4.010  -1.503  1.208  -1.07
H  3.374  1.059  2.958  0.31
H  2.741  2.446  1.866  0.19
H  4.804  3.333  1.836  0.29
H  5.741  2.008  2.509  0.32
H  4.734  3.113  3.444  0.40
H  4.759  -0.991  1.813  0.40
H  4.391  -2.040  0.339  0.40
H  3.228  -2.050  1.733  0.27
O  2.272  -3.750  -0.241  -0.66
S  0.934  -3.639  -0.833  0.81
O  0.081  -2.431  -0.648  -0.10
O  1.060  -3.890  -2.473  -0.33
C  -0.176  -3.688  -3.237  0.31
C  0.441  -3.414  -4.549  -1.46
C  0.029  -5.127  -0.357  -0.93
H  -0.678  -2.752  -2.995  -0.02
H  -0.896  -4.505  -3.199  0.35
H  -0.169  -2.749  -5.160  0.42
H  0.717  -4.252  -5.189  0.34
H  1.348  -2.809  -4.565  0.34
H  -0.835  -4.900  -0.982  0.14
H  0.112  -5.253  0.722  0.42
H  0.503  -5.981  -0.841  0.42
O  0.158  1.537  -0.885  0.00
S  0.602  2.172  -2.108  1.02
O  -0.323  2.952  -2.875  -0.64
O  1.914  3.237  -1.793  -0.37
C  1.494  4.569  -1.285  -0.01
C  1.406  5.610  -2.435  -1.22
C  1.207  0.949  -3.333  -0.94
H  2.281  4.859  -0.590  0.35
H  0.451  4.553  -0.968  0.11
H  0.914  6.524  -2.102  0.38
H  0.747  5.253  -3.226  0.29
H  2.378  5.852  -2.864  0.34
H  2.195  0.582  -3.055  0.29
H  1.263  1.386  -4.330  0.43
H  0.498  0.122  -3.301  0.21
C  -3.424  1.345  2.515  0.07
C  -4.083  2.731  2.686  -0.55
O  -3.009  3.610  2.601  -0.43
S  -2.134  3.246  1.124  1.08
O  -0.712  3.504  1.178  -0.44
O  -2.837  3.698  -0.047  -0.57
O  -2.417  1.583  1.458  -0.12
H  -4.045  0.652  1.947  0.05
H  -2.966  0.906  3.402  0.21
H  -4.638  2.786  3.623  0.35
H  -4.759  3.074  1.903  0.33

Forces on atoms 1 to 2 (eV/Å):
Na 0.289 0.203 0.061
C -0.113 -0.583 0.753



DFT (ωB97M-V with the def2-TZVPD basis set) results for a cluster of 3 separate species, C13H28N3O9S in total in a non-equilibrium geometry.

Values from the calculation:
DFT total energy = -47659.7986 eV
Net charge = +1
LUMO energy = -4.7 eV
Orbital gap = 0.3160 Eh

Last column: natural (NBO) charge in e.
Geometry (Å):
N  0.929  1.218  3.303  -0.93
C  0.568  0.565  2.151  0.77
N  1.348  -0.551  1.778  -0.50
C  0.774  -1.218  0.566  -0.26
C  0.572  -0.091  -0.512  -0.43
C  -0.593  0.824  0.003  -0.06
C  -1.969  0.223  -0.510  -0.43
C  -3.154  1.199  -0.110  -0.43
C  -4.545  0.453  0.010  -0.63
S  -4.603  -0.601  1.537  2.22
O  -6.042  -0.879  1.798  -0.87
O  -4.011  0.197  2.656  -0.92
O  -3.698  -1.984  1.349  -0.86
N  -0.597  1.052  1.474  -0.60
H  1.619  1.964  3.322  0.45
H  0.414  0.948  4.144  0.44
H  2.336  -0.308  1.639  0.43
H  -0.225  -1.639  0.873  0.22
H  1.395  -2.068  0.187  0.25
H  0.356  -0.590  -1.504  0.26
H  1.501  0.546  -0.649  0.23
H  -0.466  1.827  -0.501  0.23
H  -1.946  0.172  -1.638  0.24
H  -2.089  -0.820  -0.106  0.22
H  -2.986  1.714  0.883  0.23
H  -3.232  2.012  -0.891  0.24
H  -5.320  1.257  0.180  0.28
H  -4.830  -0.124  -0.908  0.25
H  -3.998  -2.492  0.570  0.51
H  -1.453  0.707  1.932  0.45
C  5.218  1.825  3.590  -0.26
O  4.798  2.304  2.311  -0.52
C  5.680  3.121  1.713  0.98
O  6.740  3.457  2.160  -0.61
O  5.166  3.492  0.536  -0.50
C  6.006  4.372  -0.216  -0.26
H  4.430  1.178  3.975  0.18
H  6.134  1.240  3.504  0.20
H  5.356  2.653  4.287  0.20
H  6.954  3.888  -0.456  0.20
H  6.175  5.301  0.329  0.20
H  5.491  4.604  -1.147  0.20
C  -2.103  -4.712  -1.709  -0.26
O  -2.206  -3.419  -2.308  -0.52
C  -2.017  -3.412  -3.636  0.97
O  -1.778  -4.368  -4.317  -0.61
O  -2.141  -2.149  -4.064  -0.51
C  -1.962  -1.991  -5.474  -0.26
H  -2.273  -4.596  -0.639  0.18
H  -2.862  -5.385  -2.110  0.21
H  -1.105  -5.127  -1.858  0.20
H  -2.716  -2.556  -6.023  0.20
H  -0.959  -2.298  -5.772  0.20
H  -2.084  -0.934  -5.706  0.20

Forces on atoms 1 to 2 (eV/Å):
N -0.115 -0.510 0.570
C 0.052 -0.534 -0.268



DFT (ωB97M-V with the def2-TZVPD basis set) results for a cluster of 3 separate species, C13H28NO7PS2 in total in a non-equilibrium geometry.

Values from the calculation:
DFT total energy = -60714.4897 eV
Net charge = 0
LUMO energy = 0.0 eV
SMILES = NCCC[C@@]1(O)OS(=O)(=O)O[C@H]1[PH2]=S.C1CCOC1.C1CCOC1
Orbital gap = 0.3369 Eh

Last column: natural (NBO) charge in e.
Geometry (Å):
N  6.960  -0.130  0.243  -0.82
C  6.233  -0.286  -1.014  -0.22
C  4.733  0.095  -1.048  -0.43
C  4.078  0.210  0.317  -0.47
C  2.655  0.748  0.250  0.57
O  2.643  2.052  0.878  -0.72
O  2.185  1.026  -1.030  -0.68
S  0.583  0.939  -1.136  2.57
O  0.369  0.188  -2.298  -0.88
O  -0.110  2.156  -1.029  -0.89
O  0.353  0.186  0.267  -0.68
C  1.548  -0.044  0.971  -0.23
P  1.742  -1.919  0.998  0.80
S  1.532  -2.677  -0.786  -0.56
H  6.880  0.811  0.607  0.35
H  6.613  -0.752  0.962  0.35
H  6.762  0.310  -1.747  0.20
H  6.335  -1.324  -1.304  0.19
H  4.563  0.989  -1.632  0.22
H  4.209  -0.692  -1.583  0.23
H  4.123  -0.748  0.821  0.20
H  4.641  0.910  0.915  0.22
H  2.913  1.969  1.807  0.47
H  1.458  0.278  2.002  0.23
H  0.741  -2.429  1.841  0.01
H  2.973  -2.235  1.592  -0.02
C  -3.367  -2.691  3.502  -0.43
C  -3.005  -2.234  2.091  -0.43
C  -2.016  -1.115  2.378  -0.07
O  -1.346  -1.463  3.596  -0.55
C  -2.034  -2.550  4.226  -0.07
H  -3.764  -3.704  3.548  0.22
H  -4.106  -2.015  3.937  0.20
H  -2.512  -3.045  1.550  0.20
H  -3.857  -1.903  1.501  0.23
H  -2.529  -0.158  2.522  0.17
H  -1.279  -0.991  1.587  0.18
H  -1.428  -3.456  4.118  0.16
H  -2.145  -2.335  5.289  0.19
C  -3.653  2.369  -3.964  -0.43
C  -3.325  2.447  -2.475  -0.43
C  -4.715  2.431  -1.854  -0.07
O  -5.543  1.662  -2.730  -0.54
C  -4.859  1.439  -3.965  -0.07
H  -2.832  1.996  -4.574  0.22
H  -3.936  3.355  -4.337  0.20
H  -2.764  1.563  -2.169  0.21
H  -2.745  3.325  -2.198  0.22
H  -5.131  3.443  -1.784  0.16
H  -4.731  1.983  -0.859  0.18
H  -4.549  0.389  -4.006  0.16
H  -5.543  1.629  -4.793  0.18

Forces on atoms 1 to 2 (eV/Å):
N -0.055 0.115 0.116
C -0.051 0.196 0.442